# C39H30BrCsF6N6O8S2

A structure of composition C39H30BrCsF6N6O8S2 (the ωB97M-V functional and the def2-TZVPD basis, the Open Molecules 2025 dataset).

Geometry as XYZ:
```
93
Properties=species:S:1:pos:R:3:forces:R:3
H -2.244 -7.493 -1.735 -0.01 -0.02 0.00
H -5.254 3.164 -1.699 -0.01 0.00 0.00
N -1.964 1.631 -0.415 0.05 0.10 -0.12
C -0.351 -3.137 5.024 0.01 -0.01 0.00
H -1.684 1.359 4.373 -0.07 -0.02 0.01
C 3.268 -4.326 1.262 -0.08 -0.02 -0.04
C 3.930 -0.197 1.799 0.18 0.15 0.04
C -1.676 -5.451 -1.295 -0.20 0.16 -0.10
O -0.960 7.610 1.118 -0.19 0.20 -0.27
H -0.652 -1.263 2.219 -0.03 0.06 0.00
H 4.665 -1.994 -4.215 0.01 -0.01 0.00
H 2.925 -2.271 -2.475 0.01 -0.01 0.00
F -1.647 4.950 -0.459 0.01 0.06 -0.03
Cs 0.798 1.754 0.742 -0.11 -1.80 0.17
F -0.234 5.580 -1.973 -0.04 0.01 0.08
O 1.831 4.306 -0.356 -0.04 -0.16 -0.02
C 4.059 0.006 -4.702 0.00 0.02 -0.02
C -2.841 1.245 1.768 0.14 -0.16 0.21
F 4.175 5.040 1.788 -0.13 0.02 -0.07
O 2.738 -0.698 1.223 -0.05 0.04 0.01
H 0.112 -6.303 -0.491 -0.05 -0.01 -0.01
H 0.290 1.689 -5.114 0.05 0.01 0.03
N 0.326 1.741 -2.073 -0.22 0.07 -0.40
O 1.758 3.808 2.061 0.46 0.60 0.46
H 3.825 0.886 1.786 0.05 0.01 0.05
C 2.194 0.887 -3.446 0.07 0.07 -0.11
N 0.462 5.675 1.278 -0.17 0.23 -0.02
H 3.264 1.974 -4.958 0.00 0.02 -0.01
C -0.998 6.011 -0.968 -0.06 0.12 0.04
C -4.330 2.731 -1.341 -0.02 0.02 -0.04
C -2.066 0.572 3.714 -0.01 0.18 0.09
H -5.067 2.328 0.646 -0.01 0.00 0.02
C 2.111 -0.312 -2.753 0.00 -0.09 0.04
F 2.979 6.821 2.090 -0.02 -0.12 -0.01
H 0.585 3.417 -4.766 0.04 -0.03 -0.01
H 1.948 -5.802 0.508 -0.02 0.01 -0.01
H 0.078 -4.071 5.364 0.01 -0.01 0.01
H 0.315 -3.387 3.004 0.00 0.00 0.00
H 1.359 -0.450 -1.988 -0.04 0.06 0.01
C -0.766 -1.554 3.255 0.04 -0.09 -0.06
C -0.220 -2.752 3.700 0.05 -0.06 0.00
H -1.134 -2.599 6.952 0.01 -0.02 0.01
C -0.824 2.087 -2.471 -0.04 0.01 -0.02
C 3.178 1.037 -4.421 -0.02 0.03 0.01
C 0.344 2.449 -4.332 0.03 0.00 -0.05
C 3.000 -1.343 -3.029 0.00 -0.05 0.01
C -2.511 -6.446 -1.788 0.04 -0.01 0.02
C -0.084 -4.197 -0.407 -0.17 0.00 -0.12
C -1.567 -1.117 5.472 0.02 -0.01 -0.02
C -3.614 0.540 3.740 0.04 0.04 0.02
H -3.247 3.025 -3.186 0.01 0.00 -0.02
N -0.440 -5.487 -0.684 0.18 0.08 0.11
H 1.868 2.896 -2.833 -0.04 0.00 0.00
C -2.015 -4.089 -1.360 -0.05 -0.32 -0.05
H -0.260 -1.891 -0.288 0.11 0.01 -0.02
N -1.002 -3.343 -0.800 0.18 0.20 0.16
F -1.908 6.851 -1.466 0.08 -0.06 0.02
C -1.442 -0.730 4.139 0.02 -0.01 0.13
H 4.810 -0.468 1.208 -0.07 -0.07 0.00
C 1.402 -2.437 0.455 0.12 -0.15 0.11
H -4.996 -4.404 -2.873 -0.01 0.01 0.00
O -0.961 2.559 -3.726 -0.07 0.02 -0.04
C -3.221 -3.691 -1.932 0.05 -0.03 0.03
C 2.605 -2.034 1.077 -0.15 -0.18 -0.15
H 4.056 -0.530 2.832 -0.05 -0.05 -0.04
N -1.742 0.970 2.342 -0.36 0.00 -0.28
O 0.546 -1.465 0.120 -0.24 0.05 -0.14
H 4.452 -2.676 1.956 0.00 -0.01 0.00
C -4.235 2.270 -0.039 0.12 -0.04 0.02
C -3.226 2.653 -2.173 -0.07 -0.09 0.19
H -4.060 1.155 4.518 0.04 -0.04 0.02
H -4.384 -6.772 -2.748 0.00 -0.01 0.00
C -3.019 1.734 0.378 -0.20 -0.05 0.00
C 1.160 -3.799 0.239 0.14 0.22 0.09
O 1.034 7.549 -0.356 0.41 0.14 -0.22
S 1.685 4.781 1.000 0.80 0.70 0.08
S -0.002 6.879 0.354 -0.68 -0.33 0.38
C -2.062 2.096 -1.654 -0.04 0.12 -0.21
C -3.702 -6.032 -2.351 0.00 -0.09 -0.01
H 4.818 0.141 -5.461 0.01 -0.01 -0.01
O -3.986 1.100 2.467 -0.18 0.08 -0.11
F 3.667 6.296 0.106 -0.07 -0.06 0.08
C 3.532 -2.975 1.476 0.04 0.12 0.04
Br 4.548 -5.602 1.823 -0.01 -0.01 0.00
C 1.263 2.042 -3.157 0.06 -0.05 0.04
H -2.081 -0.471 6.175 -0.01 0.02 0.00
C 3.974 -1.190 -4.002 0.02 -0.02 0.00
H -3.488 -2.644 -1.985 0.01 0.02 0.00
C 2.109 -4.743 0.655 0.11 -0.06 0.04
H -4.011 -0.475 3.794 0.04 0.01 0.01
C -4.051 -4.678 -2.422 -0.06 0.07 -0.02
C 3.211 5.808 1.256 0.34 0.28 0.02
C -1.030 -2.314 5.914 0.00 0.01 0.00
```
Forces are in eV/Å.

Properties
**Kohn-Sham gap**: 8.408 eV
**DFT total energy**: -174818.1427 eV
**Multiplicity**: 1
**Max |F|**: 1.807 eV Å⁻¹
**Energy above the lowest of the compared OMol25 structures with the same formula, charge and spin**: 17.1 kcal per mole
**Lowest unoccupied orbital energy**: -0.20 eV

Atom-resolved charges from Löwdin, all expressed in e:
1. H 0.109
2. H 0.117
3. N 0.107
4. C -0.084
5. H 0.158
6. C -0.683
7. C -0.055
8. C -0.182
9. O -0.266
10. H 0.090
11. H 0.101
12. H 0.101
13. F 0.115
14. Cs 1.352
15. F 0.131
16. O -0.390
17. C -0.081
18. C -0.309
19. F 0.123
20. O -0.153
21. H 0.154
22. H 0.133
23. N 0.032
24. O -0.545
25. H 0.087
26. C -0.175
27. N -0.291
28. H 0.119
29. C -0.647
30. C -0.019
31. C -0.243
32. H 0.122
33. C -0.022
34. F 0.142
35. H 0.131
36. H 0.098
37. H 0.102
38. H 0.097
39. H 0.087
40. C -0.013
41. C -0.062
42. H 0.103
43. C -0.327
44. C -0.037
45. C -0.052
46. C -0.070
47. C -0.019
48. C -0.232
49. C -0.040
50. C -0.061
51. H 0.125
52. N 0.179
53. H 0.153
54. C -0.205
55. H 0.084
56. N 0.161
57. F 0.135
58. C -0.186
59. H 0.107
60. C -0.214
61. H 0.101
62. O 0.009
63. C -0.009
64. C -0.210
65. H 0.106
66. N 0.099
67. O -0.010
68. H 0.105
69. C 0.028
70. C 0.024
71. H 0.130
72. H 0.102
73. C -0.179
74. C -0.080
75. O -0.259
76. S 0.468
77. S 0.588
78. C -0.189
79. C -0.092
80. H 0.103
81. O 0.007
82. F 0.141
83. C -0.047
84. Br 0.752
85. C -0.237
86. H 0.119
87. C -0.089
88. H 0.112
89. C -0.087
90. H 0.134
91. C -0.091
92. C -0.660
93. C -0.080

***

# C39H30BrIrN6O9S

A structure of composition C39H30BrIrN6O9S (the ωB97M-V functional and the def2-TZVPD basis, the Open Molecules 2025 dataset).

Geometry as XYZ:
```
87
Properties=species:S:1:pos:R:3:forces:R:3
C -2.151 -4.059 0.434 0.02 -0.04 -0.01
H 6.329 0.522 0.439 0.00 0.00 0.00
H 2.742 4.197 -4.868 0.01 0.00 0.01
C -2.817 -0.273 6.417 -0.01 0.02 0.00
C -0.003 1.493 0.148 0.13 0.05 -0.32
C 2.993 2.074 -5.000 0.01 0.00 0.01
O -0.551 0.380 -6.286 -0.01 -0.01 0.07
H 1.114 3.142 3.092 0.00 0.01 0.00
C -0.731 -2.920 2.674 -0.03 0.01 0.05
C 0.098 2.588 0.649 0.14 -0.06 0.08
C 4.073 -0.879 -1.631 -0.01 -0.09 0.00
C 0.236 3.922 1.263 -0.09 0.00 0.00
H -2.931 -0.447 -6.291 0.01 -0.01 -0.01
H -5.164 -0.860 -2.677 0.00 0.01 0.00
C -3.074 -0.392 -2.445 0.18 -0.14 0.01
O -1.218 -2.331 -0.863 0.40 -0.03 0.02
O -5.307 -0.793 -6.522 0.02 0.00 0.00
H 1.701 -1.034 4.087 -0.01 0.01 0.00
H -1.904 4.306 1.188 0.01 0.01 0.01
H 1.387 0.184 1.913 0.01 -0.01 -0.01
C 2.896 0.864 -4.333 -0.01 -0.04 -0.01
C -2.274 -4.611 1.657 0.01 -0.03 -0.03
H 7.726 -1.255 -0.555 0.00 0.00 0.00
H -1.024 5.304 2.358 0.00 -0.01 0.00
C -2.240 -2.830 5.536 0.03 -0.06 -0.08
C 6.164 -2.019 -1.801 0.00 -0.01 0.00
H 0.249 -2.969 4.601 -0.02 0.01 0.01
C -1.666 -4.038 2.833 0.03 -0.01 0.12
H 1.428 4.860 2.809 0.00 0.00 -0.01
N -2.061 -4.541 3.973 -0.06 0.10 -0.03
H 2.035 4.156 -2.501 0.00 -0.01 -0.03
O 0.365 -0.790 -4.722 0.04 -0.06 -0.02
C 0.591 4.948 0.180 -0.02 0.00 0.00
C 2.197 2.031 -2.324 0.07 0.05 -0.01
C 2.286 3.235 -3.009 0.00 0.00 -0.01
H 1.546 4.701 -0.289 0.00 0.01 0.03
H -3.486 -2.338 3.832 0.02 -0.01 -0.02
C 1.341 3.885 2.325 0.01 0.00 0.00
C 0.169 -2.464 3.649 -0.02 -0.04 -0.01
H 3.292 2.092 -6.039 0.00 -0.01 0.00
H 2.304 3.638 1.876 0.00 -0.01 0.00
H 6.778 -2.798 -2.231 0.00 0.00 0.00
C -1.375 -2.863 0.255 -0.10 0.04 -0.01
C -1.814 -0.094 -3.058 0.00 0.25 0.25
C 2.506 0.866 -3.001 -0.08 -0.02 0.04
O 1.671 -0.492 -0.845 0.31 -0.13 0.11
H -1.182 -3.071 7.385 0.00 0.00 -0.01
C 5.905 -0.150 -0.295 0.00 0.00 -0.01
C -0.712 -2.285 1.441 0.07 -0.02 -0.06
C -1.097 4.306 1.921 0.01 0.01 0.00
H -1.353 3.600 2.713 0.00 0.00 -0.01
C 0.978 -1.389 3.366 0.02 0.02 -0.01
N -5.400 -0.851 -5.315 -0.02 0.00 -0.01
O -4.188 -0.970 -0.540 -0.12 0.10 0.06
H -2.630 -4.483 -0.438 0.01 0.01 0.00
O -6.415 -1.081 -4.694 0.01 0.01 0.01
H 3.962 0.776 -0.265 0.01 0.00 -0.01
C 4.587 -0.003 -0.683 0.00 0.01 -0.01
H -3.968 -0.058 4.617 0.01 0.00 0.00
H -0.177 4.974 -0.594 0.01 0.00 0.00
N -1.857 -4.102 5.147 0.02 0.03 -0.05
C -3.059 -1.989 4.762 0.01 -0.03 0.03
H 3.103 -0.066 -4.849 -0.02 0.00 0.00
N -0.569 -0.192 -5.218 0.13 0.12 0.01
O -2.368 0.105 -0.269 0.27 -0.47 0.47
C 4.836 -1.890 -2.191 0.01 -0.01 0.01
O -0.753 0.301 -2.461 0.03 -0.23 -0.35
Br -3.165 1.485 6.982 -0.01 -0.02 0.01
C -4.173 -0.624 -4.540 -0.07 -0.01 -0.03
N -3.221 -0.455 -1.022 -0.01 0.21 -0.23
H 4.404 -2.566 -2.918 0.00 0.01 0.00
C 6.692 -1.153 -0.858 0.00 0.00 0.00
Ir -0.334 -0.296 -0.563 -0.90 0.40 -0.12
C -2.050 -1.114 7.217 0.00 -0.01 0.01
C -4.229 -0.656 -3.177 -0.02 -0.07 0.00
C -2.970 -0.421 -5.211 0.03 -0.04 -0.01
S 2.402 -0.721 -2.196 -0.16 0.08 -0.09
H 1.876 2.009 -1.292 -0.06 -0.03 0.03
C 0.848 -0.723 2.148 -0.13 0.10 0.09
H 0.672 5.945 0.619 0.01 -0.01 0.00
C -3.340 -0.714 5.203 -0.01 -0.01 -0.01
C -1.772 -2.393 6.783 0.00 0.01 0.01
C -1.835 -0.226 -4.480 -0.07 0.13 0.01
C 2.684 3.256 -4.339 -0.01 0.01 0.00
H -2.887 -5.489 1.815 0.01 -0.01 0.01
H -1.682 -0.765 8.172 0.01 0.01 -0.01
N 0.009 -1.160 1.221 -0.05 -0.04 0.04
```
Forces are in eV/Å.

Properties
**Kohn-Sham gap (alpha / beta)**: 6.036 / 5.997 eV
**DFT total energy**: -151997.1927 eV
**Multiplicity**: 2
**Max |F|**: 0.996 eV Å⁻¹
**Lowest unoccupied orbital energy (alpha / beta)**: -4.65 / -4.89 eV
**Total charge**: +1
**Expectation value of S²**: 0.79

Atom-resolved charges from Löwdin, all expressed in e:
1. C 0.035
2. H 0.113
3. H 0.112
4. C -0.683
5. C -0.181
6. C -0.055
7. O 0.119
8. H 0.080
9. C -0.062
10. C -0.103
11. C -0.378
12. C -0.627
13. H 0.146
14. H 0.142
15. C -0.054
16. O -0.032
17. O 0.103
18. H 0.126
19. H 0.088
20. H 0.117
21. C -0.084
22. C 0.041
23. H 0.113
24. H 0.087
25. C -0.285
26. C -0.060
27. H 0.123
28. C -0.212
29. H 0.088
30. N 0.120
31. H 0.098
32. O 0.080
33. C -0.050
34. C -0.063
35. C -0.047
36. H 0.069
37. H 0.121
38. C -0.053
39. C 0.034
40. H 0.115
41. H 0.082
42. H 0.114
43. C -0.291
44. C -0.237
45. C -0.384
46. O -0.633
47. H 0.125
48. C -0.054
49. C -0.105
50. C -0.050
51. H 0.083
52. C 0.017
53. N -0.353
54. O 0.161
55. H 0.134
56. O 0.096
57. H 0.115
58. C -0.057
59. H 0.110
60. H 0.091
61. N 0.117
62. C -0.005
63. H 0.117
64. N -0.328
65. O -0.087
66. C -0.073
67. O -0.145
68. Br 0.798
69. C -0.115
70. N -0.284
71. H 0.114
72. C -0.058
73. Ir 1.395
74. C -0.106
75. C 0.102
76. C 0.112
77. S 1.132
78. H 0.075
79. C -0.051
80. H 0.089
81. C -0.104
82. C -0.005
83. C -0.040
84. C -0.055
85. H 0.134
86. H 0.110
87. N -0.040

***

# C39H30Cl2N2NaOP2

A structure of composition C39H30Cl2N2NaOP2 (the ωB97M-V functional and the def2-TZVPD basis, the Open Molecules 2025 dataset).

Geometry as XYZ:
```
77
Properties=species:S:1:pos:R:3:forces:R:3
H 3.655 0.993 3.529 0.00 0.01 0.00
H 0.558 0.537 3.532 0.01 -0.01 0.00
C 4.529 0.273 5.344 -0.03 -0.04 -0.03
C 1.824 2.276 0.337 0.00 -0.05 0.01
C 4.180 -2.047 5.829 0.01 -0.01 0.03
C -4.338 3.364 0.475 0.00 0.02 -0.01
C -2.561 0.359 1.928 0.01 0.10 0.31
C 0.088 -2.644 -2.225 -0.02 -0.06 -0.12
C -3.231 -1.826 -1.737 -0.02 0.02 0.00
H -5.056 4.127 0.744 0.01 -0.01 0.02
H -4.679 -0.235 -4.929 -0.01 -0.01 0.00
N -2.495 1.396 -0.218 -0.09 -0.01 0.14
H 4.945 1.240 5.600 0.01 -0.01 0.02
C 3.077 -2.222 -0.252 -0.02 0.03 0.19
C -5.109 -1.400 -3.179 0.05 -0.02 0.04
C 3.797 0.134 4.172 0.04 0.03 0.00
C -3.955 2.401 1.437 -0.20 0.20 0.16
H 0.550 3.906 0.905 0.01 0.00 0.00
H 4.771 -2.929 -1.485 0.00 -0.01 -0.01
C 3.712 -2.748 -1.369 -0.04 0.02 -0.04
C 0.481 2.300 2.327 0.01 -0.01 0.00
H 2.932 0.475 -0.035 0.01 0.02 -0.01
P -0.647 -0.946 -2.042 0.16 -0.07 -0.10
Cl -2.534 -0.707 4.432 -0.02 0.10 -0.18
C -2.921 -0.572 -3.753 -0.05 0.00 -0.07
Cl -5.598 3.578 3.311 0.06 -0.06 -0.02
C 1.858 0.373 1.822 -0.02 -0.08 0.08
H 1.062 -0.423 -6.696 0.00 0.01 -0.01
C -2.377 -1.145 -2.609 0.06 -0.01 0.03
H -0.150 -1.607 -4.913 0.00 0.02 -0.03
C 2.279 0.999 0.651 0.02 0.01 0.00
O -1.745 -0.520 1.554 -0.55 -0.02 0.28
C 1.502 -2.599 -1.709 -0.12 -0.02 0.04
H 3.000 -3.139 4.418 -0.01 0.01 -0.04
H 4.236 -2.551 1.563 -0.02 -0.03 -0.04
C -4.578 -1.964 -2.025 -0.01 -0.01 0.02
H 5.296 -0.713 7.090 0.00 -0.01 0.01
H 4.319 -2.907 6.473 0.01 0.01 0.01
H 0.051 -3.001 -3.257 0.04 0.04 0.01
H 2.784 -3.403 -3.312 0.03 -0.01 -0.01
H -2.290 -0.008 -4.428 0.03 0.00 -0.02
H 2.113 1.773 -6.233 0.00 0.00 0.00
C 0.926 2.926 1.169 -0.03 0.02 0.02
H 0.704 1.572 -2.193 0.00 -0.02 0.02
H -2.847 -2.217 -0.800 0.02 0.01 -0.01
P 2.284 -1.365 2.261 0.21 -0.03 0.12
C -4.277 -0.697 -4.036 0.04 0.02 0.00
H -5.215 -2.493 -1.327 -0.04 0.01 -0.03
C 1.470 1.811 -4.187 -0.01 0.00 0.02
H -2.417 2.252 -2.067 0.00 -0.01 -0.01
N 1.738 -2.125 -0.456 -0.11 0.02 0.04
H 4.302 -0.897 0.982 0.05 -0.03 0.01
C 0.186 -0.093 -3.430 -0.04 -0.01 -0.12
C -3.028 1.417 1.032 0.25 -0.17 -0.34
H -6.166 -1.494 -3.397 -0.01 0.00 0.00
H -4.074 4.044 -1.534 0.00 0.01 0.00
C -3.799 3.321 -0.777 0.08 -0.10 -0.05
C -3.072 0.456 3.234 -0.15 0.02 0.23
C -4.437 2.378 2.771 0.03 0.03 -0.17
C 3.645 -1.770 1.074 -0.03 0.03 -0.02
C 3.439 -2.179 4.664 -0.05 -0.04 0.00
C 4.726 -0.819 6.176 -0.01 0.01 -0.02
C 0.299 -0.642 -4.707 -0.01 -0.04 0.01
C 0.944 1.036 2.649 -0.05 -0.03 -0.05
H 1.934 2.766 -3.974 0.00 0.01 -0.01
C -2.865 2.304 -1.077 -0.11 0.16 0.00
C 0.780 1.139 -3.184 -0.02 0.07 0.00
C 2.684 -2.991 -2.318 0.06 0.04 0.03
H 2.163 2.753 -0.575 0.00 0.00 -0.01
C -3.992 1.427 3.643 0.09 -0.10 0.01
C 3.240 -1.093 3.813 0.16 0.13 -0.11
Na -0.029 -1.112 0.682 0.29 -0.18 -0.28
C 1.571 1.254 -5.452 -0.01 -0.03 -0.01
H -0.538 -3.331 -1.643 0.01 0.04 0.05
H -0.250 2.779 2.966 0.00 0.02 -0.01
C 0.981 0.022 -5.712 0.01 0.05 0.04
H -4.347 1.415 4.665 -0.01 0.02 0.00
```
Forces are in eV/Å.

Properties
**Kohn-Sham gap**: 6.293 eV
**DFT total energy**: -94000.9134 eV
**Multiplicity**: 1
**Max |F|**: 0.617 eV Å⁻¹
**Lowest unoccupied orbital energy**: 2.17 eV
**Total charge**: -1

Atom-resolved charges from Löwdin, all expressed in e:
1. H 0.101
2. H 0.112
3. C -0.092
4. C -0.089
5. C -0.101
6. C -0.048
7. C -0.430
8. C -0.281
9. C -0.102
10. H 0.079
11. H 0.095
12. N 0.138
13. H 0.098
14. C -0.427
15. C -0.104
16. C -0.087
17. C -0.188
18. H 0.101
19. H 0.075
20. C -0.097
21. C -0.072
22. H 0.102
23. P 1.095
24. Cl 0.633
25. C -0.097
26. Cl 0.619
27. C -0.407
28. H 0.097
29. C -0.360
30. H 0.103
31. C -0.078
32. O -0.145
33. C -0.428
34. H 0.098
35. H 0.079
36. C -0.088
37. H 0.094
38. H 0.096
39. H 0.071
40. H 0.077
41. H 0.092
42. H 0.095
43. C -0.082
44. H 0.081
45. H 0.102
46. P 1.084
47. C -0.098
48. H 0.100
49. C -0.088
50. H 0.097
51. N 0.003
52. H 0.078
53. C -0.363
54. C -0.137
55. H 0.094
56. H 0.094
57. C -0.066
58. C -0.585
59. C -0.626
60. C -0.292
61. C -0.112
62. C -0.106
63. C -0.101
64. C -0.107
65. H 0.097
66. C -0.152
67. C -0.089
68. C -0.096
69. H 0.096
70. C -0.158
71. C -0.366
72. Na 0.175
73. C -0.099
74. H 0.077
75. H 0.109
76. C -0.087
77. H 0.096